85
Properties=species:S:1:pos:R:3:forces:R:3 method="wB97M-V/def2-TZVPD" energy_ev=-195665.16908 orbital_gap_ev=7.330 fmax_ha_per_bohr=0.0358 total_charge=+2
Ir 0.282282 -0.015779 0.287951 -1.8 0.2 0.2
C 0.416655 -1.098893 2.149163 0.8 0.0 0.0
C -0.940264 -0.613223 2.155121 -0.1 -0.1 0.0
C -0.872687 0.820197 2.061132 0.0 0.2 0.0
C 0.541895 1.170094 2.068267 0.3 -0.1 0.1
C 1.332189 -0.007379 2.208417 0.1 0.0 0.4
C 2.769152 -0.091568 2.665580 0.1 -0.1 -0.2
C 3.574522 1.154454 2.304465 0.0 0.0 -0.1
C 3.459056 -1.335725 2.098849 0.0 0.0 0.0
C 2.693899 -0.206517 4.198716 0.0 0.0 0.1
C -1.945037 1.932543 2.150257 0.1 0.0 0.1
C -2.761232 1.768141 3.443679 0.0 0.0 0.1
C -2.924606 2.030112 0.973141 0.0 0.0 0.0
C -1.247736 3.296465 2.283430 0.0 0.1 -0.1
C -2.070466 -1.608099 2.458051 0.1 -0.1 0.0
C -3.400251 -1.341918 1.756031 0.0 0.0 0.0
C -1.660244 -3.051112 2.121373 0.0 0.0 -0.1
C -2.231488 -1.612338 3.995144 0.0 0.0 0.0
H 0.742664 -2.122149 2.231541 -0.2 0.0 0.1
H 0.952049 2.160520 2.163156 -0.1 0.1 -0.1
H 3.706678 1.250591 1.225737 0.0 -0.1 0.1
H 4.570603 1.073558 2.739441 0.0 0.0 0.0
H 3.127672 2.069051 2.699526 0.0 0.0 0.0
H 3.435876 -1.347318 1.008577 0.0 0.0 0.0
H 3.001066 -2.255511 2.467574 0.0 0.0 0.0
H 4.501837 -1.351700 2.416849 0.0 0.0 0.0
H 2.214365 0.668327 4.642554 0.0 0.0 0.0
H 3.700353 -0.282296 4.611179 0.0 0.0 0.0
H 2.138773 -1.094742 4.504618 0.0 0.0 0.0
H -3.475558 0.953681 3.394312 0.0 -0.1 0.0
H -3.331754 2.683403 3.603658 0.0 0.0 0.0
H -2.120545 1.625478 4.315732 0.0 0.0 0.0
H -3.405117 1.087434 0.734985 0.0 -0.1 0.0
H -2.454864 2.411329 0.070426 0.0 0.0 0.1
H -3.706532 2.742534 1.240345 0.0 0.0 0.0
H -0.592389 3.338471 3.154153 0.0 0.0 0.0
H -2.007496 4.066847 2.411149 0.0 0.0 0.0
H -0.666673 3.565347 1.398847 0.0 0.0 0.0
H -3.276968 -1.294433 0.670380 0.0 0.0 0.0
H -3.890488 -0.434307 2.088830 0.0 0.1 0.0
H -4.080657 -2.165656 1.972954 0.0 0.0 0.0
H -1.418947 -3.193717 1.073513 0.0 0.0 -0.1
H -2.504829 -3.703148 2.341689 0.0 0.0 0.0
H -0.825864 -3.399891 2.729174 0.0 0.0 0.0
H -2.536830 -0.662281 4.413603 -0.1 0.2 0.0
H -1.296589 -1.907891 4.474899 0.0 0.0 0.0
H -2.986394 -2.354688 4.258708 0.0 0.0 0.0
Br -3.036263 3.889664 -4.092790 0.0 0.0 0.0
C -2.046471 2.836114 -2.916020 0.0 0.0 0.0
C -1.099767 3.408815 -2.077200 0.0 0.1 0.0
C -0.416139 2.592370 -1.204546 -0.1 -0.1 0.1
N -0.614518 1.268814 -1.132855 0.5 0.1 -0.3
C -1.478711 0.706470 -1.996071 0.0 0.0 0.0
C -2.233758 1.463522 -2.874779 0.0 0.0 0.0
C -1.484117 -0.766113 -1.985160 -0.1 -0.1 0.1
C -2.120108 -1.524072 -2.950212 0.0 0.0 0.0
C -1.933819 -2.899521 -2.957815 0.0 0.0 0.0
Br -2.767263 -3.954169 -4.249030 0.0 0.0 0.0
C -1.083385 -3.468680 -2.022717 0.0 -0.1 0.0
C -0.486306 -2.646246 -1.092110 0.0 0.0 0.1
N -0.721538 -1.329610 -1.027420 0.4 0.0 -0.4
H -0.912948 4.473119 -2.084194 0.0 0.0 0.0
H 0.286745 3.012349 -0.502526 0.0 0.0 0.0
H -2.950069 0.995521 -3.532884 0.0 0.0 0.0
H -2.722480 -1.058111 -3.714869 0.0 0.0 0.0
H -0.877239 -4.529266 -2.020801 0.0 0.0 0.0
H 0.212774 -3.040035 -0.368684 0.0 0.0 0.0
N 2.843454 2.008983 -0.914550 -0.2 0.0 -0.1
C 2.966342 0.882702 -1.630939 -0.1 -0.1 0.0
S 2.010731 -0.489516 -1.240893 0.4 0.0 -0.2
N 3.834740 0.893663 -2.636091 0.0 0.0 0.1
C 4.218167 -0.076020 -3.618882 -0.1 0.0 -0.1
C 4.843603 0.450891 -4.745386 0.0 0.0 0.0
C 5.273525 -0.390012 -5.755285 0.0 0.0 0.0
C 5.080824 -1.760072 -5.646026 0.0 0.0 0.0
C 4.472345 -2.275922 -4.514895 0.0 0.0 0.0
C 4.038495 -1.445502 -3.488895 0.1 0.0 0.0
H 2.295398 1.947647 -0.072224 0.0 0.1 0.0
H 3.447733 2.802538 -1.056095 0.0 0.0 0.1
H 4.290025 1.782887 -2.792200 0.1 0.0 0.0
H 4.996821 1.520836 -4.835149 0.0 0.0 0.0
H 5.762313 0.026243 -6.625309 0.0 0.0 0.0
H 5.413688 -2.421002 -6.434252 0.0 0.0 0.0
H 4.341235 -3.344781 -4.412210 0.0 0.0 0.0
H 3.607163 -1.880700 -2.602811 0.0 0.0 0.0